Molecular formula: C4H12N2S
Method: DFT, ωB97M-V/def2-TZVPD

Structure (XYZ):
```
19
Properties=species:S:1:pos:R:3:forces:R:3:mulliken_charge:R:1
H -0.09193 0.80947 -1.69897 -0.45 0.54 -0.04 0.09
H 1.33990 2.21748 -1.56940 0.08 -0.61 0.41 0.20
N 0.69031 1.55946 -1.14361 -0.44 -0.54 -0.12 -0.30
H -1.13558 0.56242 0.32874 -0.03 -0.28 -0.28 0.07
H 0.36690 1.52460 2.81471 0.09 -0.15 -0.59 0.31
H 1.44166 2.01531 0.65652 -0.60 -0.23 0.57 0.30
H -1.25650 2.05975 2.49970 0.17 -0.62 -0.44 0.31
H 0.45817 -1.48668 0.46301 -0.60 -0.23 -0.42 0.16
H 0.96788 -1.15444 -1.94148 0.85 0.42 -0.04 0.32
C 0.61345 1.49543 0.15454 1.04 1.60 -0.40 0.21
C 0.03935 -1.61192 -1.69142 -1.65 0.13 0.20 -0.59
H -0.12799 -2.37306 -2.44488 -0.07 -0.27 0.03 0.36
S -1.32348 -0.33736 -1.93126 0.70 -0.59 0.05 -0.59
N -0.36346 0.96061 0.86218 0.14 0.30 0.88 -0.08
C -0.55323 1.22231 2.29633 0.12 0.45 0.40 -0.87
H -0.95972 -2.54312 0.01229 0.37 0.24 -0.03 0.25
C 0.04288 -2.19782 -0.28330 0.82 -0.31 0.32 -0.82
H -0.89068 0.33344 2.83191 -0.15 0.00 -0.33 0.31
H 0.74207 -3.05588 -0.21560 -0.38 0.15 -0.16 0.35
```
Forces are in eV/Å.

Summary:
E: -667.257071 hartree
max |F|: 0.038 hartree/bohr
LUMO energy: 0.5 eV
energy relative to the best compared isomer or geometry (same formula, charge and spin): 1.029 eV
frontier orbital gap: 7.82 eV


Molecular formula: C24H29FN2O3S
Method: DFT, ωB97M-V/def2-TZVPD

Structure (XYZ):
```
60
Properties=species:S:1:pos:R:3:forces:R:3:mulliken_charge:R:1
H 4.59433 -1.29749 -3.18023 -0.08 0.03 -0.02 0.35
C -4.24591 2.90678 -0.56470 0.00 -0.21 0.06 -0.68
C 1.61566 1.63319 0.24260 -0.41 -0.05 -0.02 1.09
H 4.85809 1.07700 -2.23703 0.07 0.00 -0.03 0.36
H 0.93692 0.33767 -1.31473 0.07 0.23 -0.09 0.28
O 2.18363 2.67239 -0.03175 0.12 0.25 -0.27 -0.71
H 0.10058 1.90444 -1.25811 0.09 -0.10 0.14 0.35
C -2.78493 -2.23616 1.28440 0.15 0.01 0.15 -0.05
H -0.61960 3.73864 0.43765 0.16 0.02 0.04 0.46
H 6.17080 -0.03156 -1.85190 0.00 0.05 -0.08 0.37
C -4.09882 -2.63528 1.11685 0.01 0.03 -0.12 -0.85
F -3.97860 0.75304 0.33321 0.12 0.16 -0.01 -0.23
H 4.05566 -2.53509 0.89117 -0.06 0.02 0.05 0.37
N 1.88443 0.89134 1.32982 0.07 -0.25 0.25 0.13
H -4.42235 -2.08461 -2.19925 -0.03 -0.01 -0.11 0.36
H 5.45930 -2.41871 -1.08412 0.04 -0.06 -0.01 0.37
C -2.64931 -1.72611 -1.06461 -0.05 -0.02 -0.16 -0.65
C -3.44704 1.96889 0.06174 -0.02 0.18 -0.01 0.45
H 3.88836 -3.05125 -1.59868 0.07 -0.06 0.00 0.42
H -0.56443 1.64201 1.76503 -0.09 -0.13 -0.05 0.48
C -3.96194 -2.12805 -1.22334 0.16 0.02 0.05 -0.96
H 3.53278 2.02285 1.76334 -0.05 -0.10 0.12 0.57
C 4.40219 -2.17111 -1.20855 -0.29 0.04 -0.01 -1.04
H -6.42102 -3.73043 0.42577 -0.06 -0.06 0.02 0.39
C 5.10701 0.16972 -1.68030 -0.13 -0.06 -0.13 -0.85
H 4.93860 0.16645 2.56390 -0.03 -0.08 0.09 0.42
C 4.28885 -0.43630 0.59939 0.01 -0.09 0.18 0.85
S -0.40318 -1.20562 0.37169 -0.32 0.20 -0.19 1.62
C -4.70235 -2.58121 -0.13501 0.08 -0.03 0.07 1.09
C -1.63525 3.50297 0.15681 -0.17 -0.05 0.01 -0.14
H 1.40149 0.01469 1.48270 0.02 0.15 0.01 -0.02
H -4.33192 4.89923 -1.32844 -0.06 0.06 -0.04 0.38
C 4.01180 -0.08329 2.04218 -0.10 0.32 -0.11 -1.42
C 3.80215 -1.78190 0.13939 0.19 -0.08 -0.22 0.04
H 2.75968 1.27245 3.18385 0.08 0.08 -0.07 0.37
C 4.27057 -1.00438 -2.17919 0.31 -0.06 0.00 -0.41
O 0.03174 -1.39872 1.73555 -0.38 -0.04 0.06 -0.85
C 4.88409 0.41855 -0.22104 0.13 -0.01 -0.06 -0.32
C -2.07549 -1.78289 0.19042 0.50 0.16 0.22 -0.32
C 3.05930 1.11484 2.14196 0.19 0.05 0.17 -0.96
H 5.23652 1.37207 0.14860 0.00 0.15 0.18 0.34
C -1.27593 1.17881 1.06965 -0.40 0.16 0.25 -0.81
C -2.13694 2.23718 0.43592 -0.14 -0.15 0.04 -0.07
H -2.05916 -1.36928 -1.89341 -0.01 0.05 -0.19 0.48
C -6.13533 -2.97768 -0.30457 -0.02 0.06 0.01 -1.48
H 2.71028 -1.76536 0.05705 0.02 -0.07 0.10 -0.14
H -6.31779 -3.36335 -1.30442 -0.06 -0.04 -0.05 0.39
C -2.41792 4.45488 -0.47389 0.05 0.13 -0.04 -0.89
H 3.22049 -0.71012 -2.23472 -0.09 0.03 -0.06 0.02
H -1.89105 0.46394 1.61959 -0.02 0.24 0.13 0.82
N -0.58510 0.42335 0.04020 0.19 -1.06 0.14 0.24
H -6.77332 -2.10607 -0.15744 -0.11 0.02 -0.01 0.27
H -2.29781 -2.27119 2.24649 0.00 -0.02 0.14 0.52
C -3.72098 4.15816 -0.83650 0.06 -0.03 0.03 -0.44
H -4.66428 -2.98671 1.96710 -0.05 -0.05 0.09 0.39
H 3.55512 -0.93799 2.54489 0.06 -0.05 0.07 0.38
C 0.49559 1.08497 -0.64987 0.38 0.05 -0.42 -1.18
H -5.25911 2.64872 -0.82966 -0.10 -0.05 -0.01 0.45
O 0.42848 -1.75183 -0.66035 -0.15 0.02 -0.29 -0.80
H -2.00765 5.43058 -0.68310 0.04 0.09 -0.02 0.42
```
Forces are in eV/Å.

Summary:
SMILES: Cc1ccc(S(=O)(=O)N(CC(=O)NCCC2=CCCCC2)Cc2ccccc2F)cc1
E: -1765.237598 hartree
max |F|: 0.021 hartree/bohr
LUMO energy: 0.5 eV
frontier orbital gap: 9.06 eV